No. 1
The following is a DFT calculation (ωB97M-V with the def2-TZVPD basis set) of a single C5H9N3 molecule in a non-equilibrium geometry.

Geometry as XYZ:
```
17
C5H9N3 ωB97M-V with the def2-TZVPD basis set
C 1.01050 1.24331 0.22948
N 2.05858 0.55440 0.32975
N 1.97152 -0.84995 -0.01232
C 0.57702 -0.88817 -0.55159
C -0.18427 0.29197 -0.04219
C -1.22623 -0.46948 0.98502
N -2.37354 -0.32554 -0.07586
C -1.39367 0.64567 -0.76686
H 0.96544 2.25798 0.39017
H 2.80355 -1.03640 -0.67592
H 0.56641 -0.76674 -1.63157
H 0.03346 -1.78719 -0.34106
H -1.40763 -0.00063 2.10411
H -0.95618 -1.60163 1.24030
H -3.10246 0.14800 0.51832
H -1.43722 0.45801 -1.80770
H -1.76141 1.73644 -0.61086
```

Charge = 0
ΔE to the lowest compared entry with this formula, charge and spin = 103.8 kcal/mol
SMILES = C1=NNCC12CNC2
Gap between HOMO and LUMO = 9.906 eV
LUMO energy = 0.90 eV



No. 2
The following is a DFT calculation (ωB97M-V with the def2-TZVPD basis set) of a single C5H9N3 molecule in a non-equilibrium geometry.

Geometry as XYZ:
```
17
C5H9N3 ωB97M-V with the def2-TZVPD basis set
C -1.52615 -0.32800 0.30307
C -0.19844 -0.00581 -0.53488
C 0.02488 -1.32851 -1.16773
N 0.67015 -2.01214 -0.29307
N 1.07259 -1.23136 0.81767
C 1.08966 0.09220 0.23326
C 0.61247 1.60379 0.52201
N -0.08612 1.44857 -0.78255
H -1.44900 -1.20478 0.86243
H -1.81029 0.56669 0.86868
H -2.17428 -0.47960 -0.53475
H -0.49057 -1.86925 -1.95360
H 1.92876 -1.64705 1.26953
H 1.93985 0.10411 -0.54325
H 1.32552 2.43296 0.44852
H -0.01904 1.77613 1.46734
H -0.90997 2.08205 -0.98270
```

Charge = 0
ΔE to the lowest compared entry with this formula, charge and spin = 101.9 kcal/mol
SMILES = C[C@]12C=NN[C@@H]1CN2
Gap between HOMO and LUMO = 9.996 eV
LUMO energy = 1.12 eV



No. 3
The following is a DFT calculation (ωB97M-V with the def2-TZVPD basis set) of a molecular structure, C5H9N3 in a non-equilibrium geometry.

Geometry as XYZ:
```
17
C5H9N3 ωB97M-V with the def2-TZVPD basis set
C 1.60186 0.23644 -1.36610
C 0.81476 0.99450 -0.21904
C -1.54540 0.48783 0.02925
C 1.22614 0.72420 1.18374
C 1.81161 0.49613 2.31865
H 2.78042 0.80098 -1.72675
H 0.93990 0.74390 -2.15177
H 1.49121 -0.81147 -1.66490
H 1.37724 1.98232 -0.46017
H -2.64494 0.53768 -0.20941
H -0.52223 -1.41017 0.73219
H -2.92202 -1.61141 1.01793
H -2.68858 -1.86662 -0.85192
H 2.46029 0.26551 3.31677
N -0.66348 1.32276 -0.31784
N -1.19362 -0.94392 0.19811
N -2.32317 -1.94866 0.17126
```

Charge = 0
ΔE to the lowest compared entry with this formula, charge and spin = 169.3 kcal/mol
Gap between HOMO and LUMO = 10.056 eV
LUMO energy = 0.82 eV



No. 4
The following is a DFT calculation (ωB97M-V with the def2-TZVPD basis set) of a molecular structure, C5H9N3 in a non-equilibrium geometry.

Geometry as XYZ:
```
17
C5H9N3 ωB97M-V with the def2-TZVPD basis set
C 0.13906 2.03780 -0.07915
C -0.58298 0.69147 0.02292
C 0.15152 -0.41523 -0.80127
C 0.51980 -1.66402 0.00771
N -0.99322 -2.00083 1.06144
C -0.45391 -2.69084 0.20151
N 1.37372 0.22075 -1.20016
N -0.30028 2.72922 1.10445
H 1.23014 1.89969 0.16457
H 0.03012 2.51685 -1.05738
H -0.49758 0.59564 1.09112
H -1.66231 0.78047 -0.10396
H 1.29812 -1.48927 0.76084
H -0.43355 -3.76171 0.00812
H 1.34355 0.56658 -2.15536
H -0.46496 -0.61092 -1.67539
H -0.14817 3.69862 0.80411
```

Charge = 0
ΔE to the lowest compared entry with this formula, charge and spin = 222.6 kcal/mol
Gap between HOMO and LUMO = 5.355 eV
LUMO energy = -2.56 eV



No. 5
The following is a DFT calculation (ωB97M-V with the def2-TZVPD basis set) of a single C5H9N3 molecule in a non-equilibrium geometry.

Geometry as XYZ:
```
17
C5H9N3 ωB97M-V with the def2-TZVPD basis set
H -0.86438 -1.97696 2.38645
N -1.50364 -1.57081 1.70931
C -0.77133 -0.83223 0.90952
C 0.62948 -0.48824 1.02225
N 1.69712 -0.05581 0.03381
C 0.71127 0.93001 -0.52639
C -0.06946 1.54370 -1.68785
C -0.52623 0.30501 -0.91380
N -1.47366 -0.08950 0.00758
H 0.79708 0.36782 1.88585
H 1.20071 -1.36115 1.43411
H 1.80226 -0.70652 -0.74767
H 0.50810 1.64751 0.22954
H 0.33009 1.16921 -2.58312
H -0.29211 2.45898 -1.33505
H -0.04914 -0.54525 -1.45280
H -2.12617 -0.79578 -0.37174
```

Charge = 0
ΔE to the lowest compared entry with this formula, charge and spin = 124.5 kcal/mol
SMILES = [H]/N=C1\CN[C@H]2C[C@@H]2N1
Gap between HOMO and LUMO = 10.169 eV
LUMO energy = 0.86 eV



No. 6
The following is a DFT calculation (ωB97M-V with the def2-TZVPD basis set) of a single C5H9N3O molecule in a non-equilibrium geometry.

Geometry as XYZ:
```
18
C5H9N3O ωB97M-V with the def2-TZVPD basis set
C 0.54051 0.33778 0.06185
C 0.51847 1.20370 1.31851
C 1.58897 0.75435 -0.95422
C -0.78950 0.01074 -0.46346
N -2.29725 -1.78260 -0.08297
O -1.43496 0.53556 -1.51161
N -1.05596 -1.17602 0.01130
C 0.51754 -1.28634 0.70255
N 1.08919 -2.10875 1.30767
H -0.99949 1.35583 -1.77336
H -2.60274 -2.11076 0.82687
H -2.24003 -2.55405 -0.74176
H 0.32327 2.24904 1.06069
H 2.57845 0.60066 -0.52098
H 1.48072 1.12485 1.82712
H -0.25052 0.88070 2.01976
H 1.53389 0.15321 -1.86271
H 1.49942 1.81211 -1.22526
```

Charge = 0
ΔE to the lowest compared entry with this formula, charge and spin = 102.8 kcal/mol
Gap between HOMO and LUMO = 7.726 eV
LUMO energy = 0.10 eV



No. 7
The following is a DFT calculation (ωB97M-V with the def2-TZVPD basis set) of a single C5H9N3O molecule in a non-equilibrium geometry.

Geometry as XYZ:
```
18
C5H9N3O ωB97M-V with the def2-TZVPD basis set
O 2.93908 -0.40158 -0.36698
N 1.52476 -0.34857 0.01547
C 1.03196 -1.62874 0.20671
N -0.23503 -1.90453 0.08194
N -1.11056 -1.09722 -0.57063
C -2.30673 -0.68622 0.12638
C -1.31426 0.24662 -0.53873
C -0.66825 1.26350 0.33191
C 0.92061 1.02373 -0.10586
H 3.26691 0.17328 0.52592
H 1.79869 -2.33343 0.44924
H -3.17278 -0.82997 -0.48725
H -2.18128 -0.65960 1.23276
H -1.37953 0.61704 -1.53334
H -1.03991 2.32832 0.01777
H -0.81295 1.30830 1.50366
H 1.07131 1.24906 -1.25148
H 1.66795 1.67999 0.36251
```

Charge = 0
ΔE to the lowest compared entry with this formula, charge and spin = 165.2 kcal/mol
SMILES = ON1C=NN2C[C@H]2CC1
Gap between HOMO and LUMO = 8.167 eV
LUMO energy = 0.60 eV



No. 8
The following is a DFT calculation (ωB97M-V with the def2-TZVPD basis set) of a single C5H9N3O2 molecule in a non-equilibrium geometry.

Geometry as XYZ:
```
19
C5H9N3O2 ωB97M-V with the def2-TZVPD basis set
N 1.90824 -1.06886 -1.30328
C 0.57516 -1.12222 -1.17068
O 0.07990 -2.21279 -1.50080
C -0.05366 -0.25913 -0.06475
N -1.36387 -0.74650 0.28991
C -1.63044 -1.42716 1.41977
O -1.08455 -1.25140 2.49961
C -0.08295 1.21074 -0.42992
C -0.18984 2.23888 0.62431
N 1.06068 2.06689 -0.11592
H 2.30218 -0.19929 -1.63766
H 2.19803 -2.11180 -1.49180
H 0.58074 -0.39421 0.82581
H -2.12505 -0.59950 -0.36173
H -2.42361 -2.18655 1.27922
H -0.54300 1.42568 -1.40002
H -0.73559 3.16075 0.41882
H -0.21799 1.89919 1.66193
H 1.74559 1.57727 0.45718
```

Charge = 0
ΔE to the lowest compared entry with this formula, charge and spin = 44.0 kcal/mol
SMILES = NC(=O)[C@H](NC=O)[C@H]1CN1
Gap between HOMO and LUMO = 10.302 eV
LUMO energy = 0.60 eV



Repeat the second record exactly.
The following is a DFT calculation (ωB97M-V with the def2-TZVPD basis set) of a single C5H9N3 molecule in a non-equilibrium geometry.

Geometry as XYZ:
```
17
C5H9N3 ωB97M-V with the def2-TZVPD basis set
C -1.52615 -0.32800 0.30307
C -0.19844 -0.00581 -0.53488
C 0.02488 -1.32851 -1.16773
N 0.67015 -2.01214 -0.29307
N 1.07259 -1.23136 0.81767
C 1.08966 0.09220 0.23326
C 0.61247 1.60379 0.52201
N -0.08612 1.44857 -0.78255
H -1.44900 -1.20478 0.86243
H -1.81029 0.56669 0.86868
H -2.17428 -0.47960 -0.53475
H -0.49057 -1.86925 -1.95360
H 1.92876 -1.64705 1.26953
H 1.93985 0.10411 -0.54325
H 1.32552 2.43296 0.44852
H -0.01904 1.77613 1.46734
H -0.90997 2.08205 -0.98270
```

Charge = 0
ΔE to the lowest compared entry with this formula, charge and spin = 101.9 kcal/mol
SMILES = C[C@]12C=NN[C@@H]1CN2
Gap between HOMO and LUMO = 9.996 eV
LUMO energy = 1.12 eV